Entry from the OMol25 dataset: an isolated ion of composition C6H5Br2O5 and charge -1 (the ωB97M-V functional and the def2-TZVPD basis).

```
18
Properties=species:S:1:pos:R:3:forces:R:3:nbo_charge:R:1
C -2.4465 -0.1780 -0.5960 -2.4 2.0 0.1 -0.68
C -1.1842 -0.1141 0.3182 -0.8 0.4 1.1 0.26
O -1.4673 0.5319 1.5210 0.6 0.0 -0.6 -0.70
Br -0.5662 -1.9970 0.7494 -0.7 0.0 0.0 -0.08
C 0.0892 0.5389 -0.1878 -0.2 -1.1 -1.1 0.14
Br -0.4805 2.4069 -0.5025 0.5 0.3 -0.4 -0.04
O 0.4100 -0.1842 -1.3558 0.9 1.6 0.9 -0.58
C 1.8697 -0.5114 -1.3104 -1.9 -0.4 -1.6 0.71
O 2.2613 -1.0011 -2.3479 0.6 0.2 0.9 -0.63
C 2.2883 -0.1799 -0.0345 0.8 0.5 1.2 -0.08
O 3.5771 -0.3859 0.4282 0.3 -0.4 -1.7 -0.69
C 1.3648 0.5297 0.7327 -0.2 0.3 -0.4 0.41
O 1.5197 1.0912 1.8310 -0.3 -0.6 -0.7 -0.67
H -3.3226 -0.7180 -0.1109 1.5 0.0 -0.4 0.21
H -2.2701 -0.5352 -1.5983 0.3 -0.6 0.0 0.24
H -3.0446 0.8624 -0.8164 2.2 -1.9 0.9 0.23
H -2.1860 0.0781 1.9231 -1.0 -0.5 0.6 0.47
H 3.5877 -0.2344 1.3568 -0.3 0.4 1.2 0.48
```
Positions in Å, forces in eV/Å.

## Properties
- Calculated total energy: -156626.6240 eV
- Frontier orbital gap: 6.777 eV
- Total charge: -1
- Multiplicity: 1
- HOMO: -3.8 eV
- SMILES: C[C@@](O)(Br)[C@]1(Br)OC([O-])=C(O)C1=O

***

Entry from the OMol25 dataset: an isolated ion of composition C5H10NO and charge +1 (the ωB97M-V functional and the def2-TZVPD basis).

```
17
Properties=species:S:1:pos:R:3:forces:R:3:nbo_charge:R:1
C -0.0723 -0.3319 0.4982 -0.3 0.7 -1.9 0.06
C 0.5902 1.8598 -0.3873 -1.2 0.1 0.5 0.37
C 0.8008 -0.3188 1.7021 -2.7 -1.9 0.4 -0.65
C -0.8504 0.6143 -1.8055 0.5 -1.7 -0.7 -0.66
C -0.0662 0.5804 -0.5349 0.1 -1.9 2.2 -0.11
N -1.0641 -1.4940 0.5784 0.2 0.2 1.7 -0.71
O 1.7900 2.1343 -0.6116 3.1 -0.9 -0.8 -0.58
H 1.0511 -1.3656 1.9058 0.1 0.1 0.4 0.22
H 1.6834 0.1129 1.4373 2.4 1.7 -0.1 0.24
H 0.2703 0.0962 2.5779 0.6 0.1 -0.2 0.24
H -1.0582 -0.4774 -2.2269 0.0 2.6 0.8 0.24
H -1.6289 1.3672 -1.7549 -0.8 -0.6 0.1 0.27
H -0.1472 1.1375 -2.4474 0.0 -0.4 -1.0 0.25
H -1.9242 -1.3461 0.0204 0.4 0.0 0.6 0.46
H -1.2516 -1.5961 1.6568 -0.2 0.2 -2.6 0.46
H -0.6512 -2.4055 0.2976 -0.1 0.7 0.0 0.44
H 2.5285 1.4328 -0.9059 -2.1 1.1 0.7 0.47
```
Positions in Å, forces in eV/Å.

## Properties
- Calculated total energy: -8873.7287 eV
- Frontier orbital gap: 8.239 eV
- Total charge: +1
- Multiplicity: 1
- HOMO: -12.0 eV

***

Entry from the OMol25 dataset: a 7-piece molecular cluster, C11H37N11O8 overall (the ωB97M-V functional and the def2-TZVPD basis).

```
67
Properties=species:S:1:pos:R:3:forces:R:3:nbo_charge:R:1
C -4.2159 1.8685 -3.4340 0.1 -0.2 -0.7 -0.25
O -3.9189 1.8006 -2.0645 0.4 0.4 0.2 -0.55
C -3.1591 0.6487 -1.7317 -1.0 -0.1 0.2 -0.08
C -3.1779 0.4396 -0.2403 1.6 -0.2 0.7 -0.25
N -2.4635 1.4767 0.5399 -0.7 0.1 -0.2 -0.64
C -2.7504 1.3778 1.9727 0.3 0.3 -0.5 -0.24
C -1.9341 2.3953 2.7408 0.2 0.1 0.3 -0.06
O -0.6994 1.7889 3.0769 -0.2 -0.6 0.3 -0.57
C 0.1538 2.5546 3.8935 0.5 1.1 -0.5 -0.25
H -3.3453 1.6701 -4.0735 0.1 -0.1 0.2 0.17
H -4.5506 2.8645 -3.7188 -0.2 0.0 0.4 0.19
H -4.9790 1.1289 -3.7018 -0.1 0.1 0.0 0.17
H -2.1377 0.6984 -2.1139 0.1 0.1 -0.1 0.19
H -3.6706 -0.2248 -2.1583 0.3 -0.1 -0.2 0.18
H -2.5305 -0.4355 -0.0824 -0.4 -0.3 -0.1 0.21
H -4.1617 0.1945 0.1695 -0.2 0.3 -0.2 0.18
H -2.7364 2.4087 0.2421 -0.1 -0.1 -0.2 0.37
H -2.4401 0.3863 2.3095 -0.1 0.0 0.1 0.20
H -3.8153 1.5079 2.1987 -0.1 -0.1 0.0 0.18
H -2.4955 2.7071 3.6310 0.2 -0.1 0.2 0.17
H -1.7130 3.3048 2.1679 -0.3 -0.1 -0.2 0.17
H 0.5555 1.9966 4.7363 -0.3 -0.2 0.0 0.19
H -0.3363 3.4684 4.2448 -0.2 -0.2 0.2 0.18
H 1.0006 2.9197 3.2978 0.0 -0.2 0.0 0.19
N 0.1963 0.4128 -0.4722 0.2 -0.2 0.3 -0.88
C 1.0333 -0.3666 0.2492 -0.1 -0.1 -0.3 0.80
N 0.6867 -0.4813 1.5785 -0.2 0.0 -0.4 -0.89
O 2.0030 -0.9529 -0.2420 -0.1 0.0 0.2 -0.74
H 0.3312 0.5133 -1.4779 0.0 0.0 0.3 0.44
H -0.6315 0.7742 -0.0111 0.0 0.3 -0.3 0.41
H 1.3033 -1.0364 2.1490 0.1 0.2 0.0 0.41
H 0.1232 0.2646 1.9612 0.2 0.0 0.4 0.41
N -1.9862 -2.6807 1.6981 0.4 -0.4 0.0 -0.87
C -1.6533 -3.9106 1.1795 0.2 0.0 0.2 0.78
N -2.6957 -4.6341 0.6876 -0.6 0.3 0.1 -0.84
O -0.4987 -4.3014 1.1886 -0.1 -0.1 -0.2 -0.67
H -2.9148 -2.3167 1.7791 0.0 0.0 -0.1 0.39
H -1.1796 -2.1510 1.9841 -0.1 0.4 0.0 0.42
H -2.5820 -5.5272 0.2496 0.3 0.0 0.1 0.41
H -3.6254 -4.2763 0.8046 -0.1 -0.1 -0.2 0.38
N -0.3203 2.9512 -3.7418 -0.2 0.1 -0.3 -0.84
C 0.4388 1.8429 -3.9862 0.4 0.1 0.6 0.79
N 1.2466 1.9252 -5.0693 0.1 -0.1 -0.5 -0.83
O 0.4404 0.8672 -3.2425 -0.3 0.0 -0.4 -0.70
H -0.2571 3.7621 -4.3280 0.0 0.0 0.0 0.39
H -0.9507 2.9766 -2.9619 0.1 -0.2 0.0 0.41
H 1.9520 1.2234 -5.1991 0.0 -0.1 0.2 0.42
H 1.2717 2.7057 -5.6979 -0.1 0.1 0.1 0.39
N 3.7178 0.0317 -3.0505 -1.1 -0.2 0.0 -0.86
C 4.5763 0.7461 -2.2751 1.5 0.3 0.0 0.77
N 4.2880 0.7093 -0.9455 -1.0 -0.2 -0.4 -0.86
O 5.5490 1.3376 -2.7416 -0.3 -0.2 0.1 -0.69
H 2.8956 -0.3785 -2.6357 0.1 -0.2 0.0 0.41
H 3.9443 -0.2364 -3.9859 0.4 0.2 0.0 0.39
H 3.4702 0.1686 -0.6742 0.4 0.1 0.4 0.42
H 4.8965 1.1133 -0.2643 0.2 0.1 -0.2 0.40
N 1.7569 -3.1995 2.7392 0.3 0.0 0.1 -0.86
C 3.0801 -2.9461 2.9426 0.6 0.2 -0.4 0.77
N 3.3577 -2.0739 3.9692 -0.7 -0.1 0.0 -0.86
O 3.9559 -3.3823 2.2169 0.0 0.0 0.3 -0.67
H 1.0686 -2.9636 3.4284 -0.1 -0.2 -0.1 0.38
H 1.4924 -3.7513 1.9376 -0.2 -0.1 0.1 0.45
H 2.6236 -1.8356 4.6097 0.2 0.2 0.2 0.38
H 4.3028 -1.7949 4.1440 0.1 -0.2 0.0 0.41
O 4.4186 -2.8109 -0.4815 0.1 0.1 -0.2 -0.97
H 3.5909 -2.3425 -0.3106 0.0 0.0 0.0 0.48
H 4.8051 -2.9217 0.3955 -0.3 -0.1 -0.1 0.48
```
Positions in Å, forces in eV/Å.

## Properties
- Calculated total energy: -44782.8153 eV
- Frontier orbital gap: 8.795 eV
- Multiplicity: 1
- HOMO: -8.6 eV
- SMILES: COCCNCCOC.NC(N)=O.NC(N)=O.NC(N)=O.NC(N)=O.NC(N)=O.O

***

Entry from the OMol25 dataset: C33H33Cl2CrF11O33 as an isolated structure (the ωB97M-V functional and the def2-TZVPD basis).

```
113
Properties=species:S:1:pos:R:3:forces:R:3:mulliken_spin:R:1
Cr 9.3429 22.0113 8.9988 -0.7 0.3 0.9 2.99
Cl 7.7625 20.6563 7.9249 0.5 0.7 0.3 0.01
Cl 10.9648 23.1792 10.2474 -0.8 -0.5 -0.9 -0.01
C 4.8907 22.8028 12.3562 -0.4 -2.0 -0.9 0.00
C 4.6576 24.0301 11.5531 0.1 0.7 -0.3 0.00
O 5.8556 24.1924 10.7961 1.0 0.5 -1.0 0.00
C 6.6458 23.1063 10.8387 -0.3 0.2 2.4 -0.01
O 7.7378 22.9826 10.3132 -1.4 -0.4 0.2 -0.01
O 6.0877 22.2745 11.7562 1.1 -1.0 -0.5 0.00
F 4.4544 25.0301 12.4075 0.2 1.2 0.2 0.00
H 4.0721 22.0997 12.2023 0.1 -0.3 -0.3 0.00
H 4.9413 22.8469 13.4441 0.7 0.8 -0.2 0.00
H 3.8839 24.0915 10.7878 -0.3 -0.4 0.4 0.00
C 7.2544 25.3811 5.4068 -0.9 2.4 -2.2 0.00
C 7.8764 26.5380 6.1021 1.8 1.1 -3.0 0.00
O 8.8178 25.8294 6.8755 -0.7 -0.4 1.6 0.00
C 8.1542 24.6888 7.2163 1.9 -2.1 2.7 -0.01
O 8.4931 23.9191 8.1353 -0.3 1.7 -2.7 0.01
O 7.1409 24.4969 6.4010 -0.9 -3.3 3.1 0.00
F 7.1010 27.3871 6.7752 -0.4 -0.4 0.8 0.00
H 8.0029 24.9590 4.7363 -0.3 0.5 -0.8 0.00
H 6.2990 25.6787 4.9746 0.0 -0.5 -0.2 0.00
H 8.3831 27.0970 5.3154 0.5 0.4 0.5 0.00
C 8.4482 18.7793 4.5265 -0.7 -0.8 -0.7 -0.01
C 9.4502 18.8718 3.3800 -0.9 -0.9 1.4 0.00
O 9.8380 17.5381 3.1809 0.3 1.4 -2.3 0.00
C 9.2687 16.7042 4.0321 -0.8 -2.3 0.4 0.00
O 9.3454 15.5052 3.8961 -0.2 2.1 1.0 0.00
O 8.5902 17.4178 4.9830 0.2 -0.2 -0.2 0.00
F 10.4961 19.4723 3.9300 2.7 1.6 0.5 0.00
H 7.4286 18.8968 4.1594 -0.1 0.1 0.2 0.00
H 8.7155 19.5044 5.2952 -0.2 -0.3 0.1 0.01
H 9.1668 19.4735 2.5164 -0.1 -0.8 -0.4 0.00
C 9.2497 26.5635 11.4522 0.3 0.1 0.8 0.00
C 8.1477 27.1456 10.6476 -0.4 0.9 1.6 0.00
O 7.0178 27.0251 11.4856 -0.8 0.4 1.8 0.00
C 7.4247 26.9799 12.8440 -1.9 -1.7 -0.3 0.00
O 6.6681 26.8864 13.8194 3.1 0.8 -3.5 0.00
O 8.7642 26.8362 12.7733 0.5 0.3 2.1 0.00
F 7.9525 26.4450 9.5662 -0.6 -1.0 -2.2 0.00
H 10.1924 27.0700 11.2453 0.0 0.0 0.5 0.00
H 9.3858 25.4857 11.3638 -0.2 -0.1 -0.3 0.00
H 8.2822 28.2062 10.4351 0.0 0.1 -0.4 0.00
C 12.1810 22.3790 4.0076 -0.9 0.1 -0.5 0.00
C 10.7927 22.9888 3.6504 2.5 1.4 2.0 0.00
O 10.2603 23.1920 4.9772 -0.4 1.1 0.5 0.00
C 10.8877 22.4136 5.8800 -0.9 -1.6 1.1 0.00
O 10.5128 22.1442 7.0283 0.7 1.5 -2.6 -0.01
O 11.9054 21.8087 5.2852 0.8 -0.5 0.7 0.00
F 9.9407 22.2057 3.0781 -1.3 -2.0 -1.6 0.00
H 12.9978 23.0926 4.1157 -0.4 0.4 0.0 0.00
H 12.5094 21.6698 3.2478 -0.3 -0.5 0.5 0.00
H 10.8858 23.9022 3.0628 -0.2 0.3 0.5 0.00
C 10.1470 25.0925 15.7771 0.2 0.7 1.0 0.00
C 9.8104 23.8372 16.5526 0.8 1.2 0.5 0.00
O 9.0342 23.1699 15.6770 -1.2 -1.9 -3.4 0.00
C 9.4059 23.5487 14.3752 -3.3 -2.7 -2.3 0.00
O 8.9747 23.0525 13.3139 1.5 1.3 3.9 0.00
O 10.1948 24.5605 14.4583 1.8 1.6 -0.6 0.00
F 9.0770 24.0452 17.6561 0.1 0.2 0.6 0.00
H 11.0849 25.5184 16.1336 0.1 0.0 -0.6 0.00
H 9.3671 25.8539 15.7900 -0.1 -0.1 0.3 0.00
H 10.7204 23.2719 16.7537 0.0 -0.2 0.6 0.00
C 13.6093 18.4044 7.6401 0.0 -1.0 0.9 0.00
C 13.2705 17.7147 9.0453 -0.9 0.4 -1.6 0.00
O 11.9908 18.2791 9.3818 -0.7 0.4 -0.3 0.00
C 11.6534 19.2067 8.4855 -0.9 2.9 -0.8 0.00
O 10.8585 20.1594 8.6244 2.2 -3.6 -0.2 0.02
O 12.3966 19.0384 7.3520 -1.7 1.1 0.2 0.00
F 14.0710 18.1849 9.9573 1.9 0.3 1.5 0.00
H 13.9149 17.7723 6.8063 -0.4 -0.4 0.3 0.00
H 14.3704 19.1793 7.7310 0.1 -0.2 0.6 0.00
H 13.1524 16.6386 9.1720 0.3 0.0 -0.5 0.00
C 14.0340 22.5219 11.6206 0.6 -1.4 0.0 0.00
C 13.8068 21.1118 11.0623 -1.9 -1.1 0.7 0.00
O 14.5866 20.2231 11.8578 0.8 1.4 0.3 0.00
C 15.6266 20.9820 12.3666 1.9 -0.5 1.4 0.00
O 16.6392 20.5881 12.9402 -3.3 0.9 -1.9 0.00
O 15.3345 22.2876 12.1622 0.9 0.7 0.8 0.00
F 14.1869 20.9274 9.7921 0.7 0.5 -1.5 0.00
H 13.2999 22.7603 12.3902 0.1 -0.2 0.2 0.00
H 14.0798 23.3734 10.9416 0.0 -0.5 -0.3 0.00
H 12.7907 20.7195 11.1032 -0.2 0.4 0.3 0.00
C 9.8243 18.2353 13.1292 1.0 -0.5 0.0 0.00
C 8.3643 18.1597 12.9652 -0.1 0.2 -0.2 0.00
O 8.0990 19.3519 12.2398 -1.4 0.7 -0.5 0.00
C 9.2053 19.7483 11.6294 -0.7 2.3 -3.7 0.00
O 9.3105 20.5825 10.7020 -0.9 -1.6 2.6 0.01
O 10.1923 19.0195 11.9955 3.0 -0.9 0.4 0.00
F 7.8266 18.2385 14.1664 -1.3 0.1 1.2 0.00
H 10.2636 17.2377 13.1371 0.5 0.4 -0.3 0.00
H 10.0586 18.7891 14.0383 0.1 -0.1 0.0 0.00
H 7.9738 17.2866 12.4424 -0.1 0.1 -0.2 0.00
C 3.4256 24.3415 6.4124 0.1 -0.1 -0.8 0.00
C 3.7361 23.8296 7.7864 -1.5 1.6 0.6 0.00
O 3.7135 25.0446 8.5297 -0.2 -1.2 0.6 0.00
C 3.7657 26.0792 7.6983 0.7 5.5 1.1 0.00
O 3.8095 27.2512 8.0395 -0.1 -2.6 -0.1 0.00
O 3.8137 25.7653 6.4164 -0.6 -3.1 -0.6 0.00
F 4.9314 23.2897 7.8729 2.0 -0.9 0.2 0.00
H 2.3507 24.2489 6.2568 0.1 0.1 -0.5 0.00
H 4.0330 23.7461 5.7307 -0.3 0.4 -0.5 0.00
H 3.0322 23.1250 8.2294 -0.3 0.2 -0.1 0.00
C 4.3194 19.8326 6.5851 0.6 -0.1 -1.4 0.00
C 4.3455 18.4664 7.1793 -0.6 -0.8 -1.1 0.00
O 4.6416 17.6450 6.0232 0.9 -2.2 2.0 0.00
C 4.3916 18.2353 4.8791 -0.8 -0.6 -4.7 0.00
O 4.3643 17.7852 3.6883 0.5 1.6 5.6 0.00
O 4.1095 19.4903 5.1776 -0.5 2.9 -0.2 0.00
F 3.0785 18.1302 7.5747 0.3 -0.1 0.3 0.00
H 5.2859 20.3221 6.7046 0.1 0.0 -0.2 0.01
H 3.5440 20.5064 6.9494 -0.2 -0.4 -0.2 0.00
H 5.0720 18.2805 7.9704 -0.2 -0.2 -0.2 0.00
```
Positions in Å, forces in eV/Å.

## Properties
- Calculated total energy: -185676.4446 eV
- Frontier orbital gap (spin up / spin down): 7.457 / 9.267 eV
- Total charge: +1
- ⟨S²⟩: 3.790
- Multiplicity: 4
- HOMO (spin up / spin down): -12.6 / -12.7 eV

***

What are the M values for these records? In order: 316.91; 100.14; 451.49; 1289.47 g/mol.